{
  "formula": "C8H19NO2P",
  "method": "ωB97M-V with the def2-TZVPD basis set",
  "relative_energy_ev": 2.6195,
  "charge": -1,
  "homo_energy_ev": -3.191,
  "lumo_ev": 3.62,
  "symbols": ["C", "C", "C", "C", "C", "C", "C", "C", "N", "O", "O", "P", "H", "H", "H", "H", "H", "H", "H", "H", "H", "H", "H", "H", "H", "H", "H", "H", "H", "H", "H"],
  "xyz": [[1.51470, 1.96867, -1.47380], [2.39678, -2.14503, -0.06570], [-1.94606, 1.41238, 0.00422], [-3.28127, -0.75725, -0.06487], [-1.32081, -0.22367, 1.70536], [2.01971, 0.60462, -1.02952], [2.01381, -0.86022, 0.72844], [-1.96997, -0.02939, 0.34699], [1.26931, 0.20902, 0.07568], [-0.94549, -0.52842, -2.23706], [-0.72756, -2.41040, -0.42508], [-0.86548, -1.02382, -0.80931], [0.38910, 1.83944, -1.75443], [1.59683, 2.66878, -0.51022], [1.93320, 2.47151, -2.37018], [3.33385, -2.00065, -0.43734], [2.47773, -2.92301, 0.62056], [1.71266, -2.29071, -0.76439], [-2.36648, 1.71838, -0.86336], [-2.50498, 1.91806, 0.76449], [-0.96988, 1.64168, -0.12333], [-3.22533, -1.90810, -0.00958], [-3.65558, -0.48928, -0.99226], [-3.98477, -0.41817, 0.73816], [-0.95603, -1.16557, 1.69669], [-0.48770, 0.49713, 1.90957], [-2.17042, -0.08747, 2.57007], [1.88386, -0.13626, -1.82418], [3.13559, 0.80848, -0.98367], [1.49569, -1.30774, 1.48321], [3.02811, -0.44606, 1.11651]],
  "forces_ev_per_angstrom": [[-2.5297, 1.4276, 0.6938], [0.9411, 2.6313, 2.7345], [-1.6498, -1.1012, 1.6926], [-0.0503, -1.4048, 4.3625], [-3.2701, 3.0544, 2.1384], [0.6462, 1.4249, -2.5082], [2.2214, 0.8737, -1.4053], [1.2790, -1.7930, -2.3432], [-0.8271, -2.1732, 1.4798], [0.0868, -0.6050, 1.7011], [0.2198, -1.9770, 0.7878], [1.3803, 4.3972, -1.9664], [1.7614, 0.4125, 0.6967], [-0.2782, -1.2346, -2.1719], [0.3579, -0.4651, 0.5702], [2.6364, 0.2311, -1.6587], [-0.1731, -1.6443, 1.1178], [-2.9277, -1.1423, -3.1744], [-1.7357, 0.2764, -3.1021], [0.1678, 0.7980, 0.8830], [3.2245, 1.4212, 0.4990], [0.0637, 1.7908, 0.0387], [-0.4054, 0.7536, -1.8561], [-0.1545, -0.4607, -0.6783], [1.1772, -3.1392, 0.8187], [-0.8523, -0.5793, -0.5127], [1.9509, -0.4008, -1.7688], [0.3620, 0.1327, -0.6410], [-0.5215, -0.8552, 0.9608], [-1.7512, -0.2661, 2.7284], [-1.3497, -0.3834, -0.1165]]
}

=====

{
  "formula": "C41H46HoN7O3",
  "method": "ωB97M-V with the def2-TZVPD basis set",
  "spin_multiplicity": 5,
  "relative_energy_ev": 0.0000,
  "homo_energy_ev": [-7.199, -7.200],
  "lumo_ev": [-0.69, -0.68],
  "symbols": ["Ho", "C", "C", "N", "N", "C", "O", "C", "C", "C", "C", "C", "C", "C", "C", "C", "C", "C", "N", "H", "H", "H", "H", "H", "H", "H", "H", "H", "H", "H", "H", "O", "N", "N", "O", "C", "C", "C", "C", "C", "C", "H", "H", "H", "H", "H", "C", "C", "C", "C", "C", "C", "C", "C", "C", "C", "C", "C", "N", "C", "C", "C", "C", "C", "N", "C", "C", "C", "C", "H", "H", "H", "H", "H", "H", "H", "H", "H", "H", "H", "H", "H", "H", "H", "H", "H", "H", "H", "H", "H", "H", "H", "H", "H", "H", "H", "H", "H"],
  "xyz": [[-0.31015, -0.05711, 0.36798], [0.39407, 2.76935, 4.17286], [0.25845, 2.25967, 2.80114], [0.49691, 0.98739, 2.49086], [0.99023, 0.16348, 3.37812], [1.12091, -1.08787, 2.96332], [0.54084, -1.49525, 1.87146], [1.88234, -2.02623, 3.74642], [2.36258, -1.62714, 4.96749], [2.94894, -2.50976, 5.85195], [3.12156, -3.81421, 5.43363], [2.76106, -4.21734, 4.13298], [2.14003, -3.33326, 3.26119], [-0.29380, 3.05030, 1.75002], [-0.79579, 4.35899, 1.98300], [-1.25601, 5.13823, 0.93243], [-1.16195, 4.60740, -0.37038], [-0.69023, 3.28285, -0.57333], [-0.36364, 2.51922, 0.49005], [0.95737, 2.01221, 4.73208], [-0.63565, 2.81019, 4.60625], [0.87702, 3.76376, 4.25832], [2.18239, -0.57514, 5.28774], [3.34837, -2.19290, 6.83167], [3.49269, -4.59870, 6.10730], [2.88183, -5.25504, 3.77300], [1.85025, -3.57169, 2.22049], [-0.82558, 4.74461, 3.00717], [-1.68819, 6.14078, 1.13268], [-1.51009, 5.14881, -1.28839], [-0.62740, 2.83085, -1.56049], [-2.04525, 0.29029, 1.63818], [-3.14402, 0.92448, 1.24748], [-3.19173, 0.95403, -0.05975], [-2.20240, 0.48023, -0.83399], [-4.34612, 1.48063, -0.59081], [-5.30711, 2.04063, 0.29500], [-6.49170, 2.54104, -0.26138], [-6.68174, 2.44980, -1.65349], [-5.78189, 1.78068, -2.47148], [-4.56711, 1.33041, -1.96397], [-5.09672, 2.01229, 1.36468], [-7.24361, 2.95397, 0.42579], [-7.57719, 2.86788, -2.05702], [-6.06875, 1.66219, -3.54589], [-3.75313, 0.86793, -2.53402], [0.14218, 0.47495, -3.87170], [1.62138, 0.27934, -4.27325], [1.84160, -1.09437, -4.92311], [2.73705, 0.69401, -3.27953], [3.92921, 1.11002, -3.78963], [4.96898, 1.63756, -2.99084], [4.76298, 1.76355, -1.62850], [3.54118, 1.36907, -1.05243], [3.27769, 1.68783, 0.39064], [3.15572, 3.23903, 0.61228], [4.41138, 1.16177, 1.31777], [2.56933, 0.68538, -1.84818], [1.57486, -0.13413, -1.22960], [1.71496, -1.42597, -1.55669], [0.69923, -2.40484, -1.46911], [0.65262, -3.72310, -2.06726], [-0.56816, -4.24970, -1.74470], [-1.21764, -3.31492, -0.90760], [-0.46201, -2.20631, -0.71308], [-2.63845, -3.54016, -0.38106], [-2.90884, -5.07234, -0.12647], [-3.73138, -3.09739, -1.39535], [-2.82569, -2.77980, 0.93466], [-0.38056, 0.90026, -4.72646], [0.01285, 1.10418, -3.00988], [-0.31900, -0.50965, -3.65174], [1.85425, 0.98022, -5.12899], [1.92072, -1.87312, -4.16687], [2.72827, -1.12178, -5.52566], [1.00001, -1.25057, -5.60071], [4.13704, 0.93376, -4.83353], [5.91394, 1.86245, -3.47596], [5.47421, 2.23431, -0.95814], [2.28965, 1.26399, 0.70034], [4.06376, 3.71474, 0.25142], [2.98291, 3.47404, 1.66009], [2.30907, 3.64336, 0.01364], [5.14855, 1.95652, 1.39804], [4.86769, 0.23794, 0.88677], [4.10408, 0.98330, 2.36515], [2.68399, -1.79514, -1.97175], [1.49295, -4.20130, -2.59386], [-0.98497, -5.20950, -2.04494], [-3.03599, -5.65325, -1.05036], [-3.85156, -5.19986, 0.43532], [-2.07215, -5.53300, 0.45032], [-3.48635, -3.56943, -2.34965], [-3.73047, -2.05097, -1.59844], [-4.71341, -3.41428, -1.04403], [-1.96784, -2.95247, 1.63979], [-3.73288, -3.16370, 1.35213], [-2.90787, -1.71346, 0.81237]],
  "forces_ev_per_angstrom": [[0.8081, -0.3980, -0.3006], [-0.2737, 0.0953, 0.9860], [0.5328, -2.9781, -0.0625], [-0.7687, 2.1679, -1.1408], [1.2539, -0.2169, 1.9193], [-1.8703, 0.7902, -2.5503], [0.8943, 0.1791, 0.9341], [0.5629, -1.2238, -0.3051], [-0.3152, 1.5851, 1.4397], [0.8074, -0.2459, 0.3030], [-0.0453, -1.3027, -0.3055], [-0.3331, -0.3800, -0.4072], [-0.1521, 0.8349, 0.1949], [-1.1572, 1.4799, -2.0433], [0.3597, -0.4198, 0.2877], [-0.0606, -0.2652, -0.6667], [-0.1623, -0.2802, -1.1188], [-0.6412, 1.1439, 2.0775], [0.7051, 0.1815, -0.2842], [-0.1139, 0.3821, 0.0145], [0.7259, 0.1684, -0.0455], [-0.3098, -0.5546, -0.1313], [0.1721, -0.9801, -0.3956], [-0.5125, -0.1291, -0.6192], [0.0563, 0.5496, -0.2283], [0.1892, 0.6235, 0.5309], [0.0954, -0.0313, 0.8830], [0.0499, -0.1666, -0.4547], [0.3982, -0.8259, -0.3021], [0.4329, -0.3144, 1.1750], [-0.1281, 0.0413, 0.2098], [-2.6156, 1.6133, 0.2410], [2.7444, -1.9260, -1.4987], [2.2958, -0.7273, 2.1743], [-1.3718, 0.5719, 0.9825], [-2.2888, 0.7712, -0.8867], [-0.1210, -0.1679, -1.0391], [0.9079, -0.3540, 0.2121], [0.0398, -0.3022, 1.0269], [-0.2776, 0.3953, -1.0147], [0.2521, 0.0376, 0.6163], [-0.2991, 0.2458, -0.4529], [0.3040, -0.0618, -0.6081], [-0.4655, 0.0612, -0.3517], [0.5926, 0.0875, 1.0361], [-0.6394, 0.1479, 0.0270], [0.4380, -1.0272, -0.2575], [1.1504, 0.8581, -0.9860], [-0.5247, 0.2616, 0.4375], [-1.8778, -0.8433, 1.5773], [1.7358, 0.5700, 0.2859], [-0.5480, -0.8341, -0.3853], [-0.9379, 0.4519, 0.0202], [-0.5957, -0.4377, -0.8691], [-0.4431, 0.2964, 1.2963], [-0.7111, -0.7776, -1.0084], [-0.2629, -0.4290, -0.1256], [1.4905, 0.4402, -0.0720], [-0.1139, -0.8410, -0.6176], [-0.0419, 0.2187, -0.3277], [-0.0711, -1.0497, 0.6649], [1.4181, 1.1238, 0.2615], [-0.2615, -0.2788, 0.0887], [-0.4755, 0.3482, -0.2064], [-0.5949, -0.5957, -1.1712], [0.0067, -0.1661, 0.1993], [0.5873, 0.2328, 0.3427], [0.9947, -0.8583, -0.0514], [1.1729, -0.6818, 0.2692], [-0.1669, 0.0421, 0.0593], [-0.0446, 0.3783, 0.3129], [0.1727, 0.5187, 0.0523], [-0.5680, -0.3850, 0.8265], [-0.3069, -0.1894, -0.1684], [0.6394, 0.0774, -0.2352], [-0.0152, -0.4123, 0.1144], [-0.1418, 0.3122, -0.3306], [-0.0722, 0.1445, 0.2399], [0.2095, -0.0715, -0.2513], [0.8635, 0.1077, -0.2540], [0.1215, 0.1773, 0.1341], [0.0809, -0.0163, 0.1163], [0.4715, -0.1960, 0.3754], [0.4615, -0.1242, -0.1702], [-0.2615, 0.7038, 0.5281], [-0.2140, -0.0964, -0.5670], [-0.7239, 0.5447, -0.0259], [-0.6441, 0.3654, 0.1054], [0.2387, 0.3048, 0.1014], [0.1772, 0.3001, 0.0820], [0.4229, 0.1593, -0.1129], [-0.6361, 0.3156, -0.3059], [-0.3379, -0.1867, -0.0334], [0.0343, 0.9924, 0.1603], [-0.0255, 0.0072, -0.0695], [-0.8001, 0.0033, -0.5401], [-0.6187, 0.0389, 0.6797], [-0.1088, 0.3003, -0.2472]]
}

=====

| no. | energy (a.u.) |
| --- | --- |
| 1 | -862.7865 |
| 2 | -3147.0378 |